[1]
A cluster of 3 separate species, C3H13NO2S2 in total at a distorted geometry, computed with the ωB97M-V functional and the def2-TZVPD basis.

Element x y z (Å)
C 2.2189 2.8298 -0.5690
S 1.3692 1.9361 0.7650
S 1.0535 0.0885 -0.1843
C -0.2435 0.6560 -1.3712
C -1.5856 0.4049 -0.6640
N -1.8189 -0.9893 -0.3842
H 1.6392 2.8314 -1.4830
H 2.3965 3.8670 -0.2701
H 3.2272 2.4234 -0.6013
H -0.1752 0.0855 -2.2962
H -0.0795 1.7022 -1.6062
H -2.3417 0.7806 -1.3733
H -1.7019 0.9763 0.2541
H -1.4279 -1.6813 -0.9960
H -1.5635 -1.1974 0.5625
O 0.2833 -1.3317 2.7038
H 0.6821 -0.9111 3.4777
H -0.5770 -1.5759 3.0661
O -0.6556 -3.3753 0.1146
H -0.6610 -3.4828 1.0684
H -0.0388 -4.0370 -0.2133

Properties
F_max = 1.71 eV/A
Highest occupied orbital energy = -8.141 eV
ΔE to the lowest compared entry with this formula, charge and spin = 18.4 kcal/mol
Frontier orbital gap = 8.56 eV
Total energy = -30577.024 eV
SMILES string = CSSCCN.O.O

=====

[2]
A cluster of 4 separate species, C3H13NO3 in total at a distorted geometry, computed with the ωB97M-V functional and the def2-TZVPD basis.

Element x y z (Å)
C 0.7953 -0.6201 2.2700
C -0.3641 -0.6829 1.6298
C -1.0013 -2.0485 1.4895
N -1.9797 -2.3357 2.5938
H 1.2003 0.3731 2.1799
H 1.3892 -1.4211 2.7472
H -0.8827 0.1163 1.0955
H -0.3209 -2.8739 1.6162
H -1.5148 -2.1874 0.5254
H -1.5779 -2.8960 3.3329
H -2.1550 -1.4336 3.0387
O 2.0370 0.3927 -4.3326
H 1.1116 0.5717 -4.5480
H 2.0822 1.0137 -3.5878
O 1.5014 2.3746 -1.9918
H 1.9902 3.1826 -1.8641
H 0.7728 2.2725 -1.3749
O -1.2195 1.7511 -0.2915
H -1.7635 1.0411 -0.6320
H -1.7133 2.5591 -0.1504

Properties
F_max = 2.62 eV/A
Highest occupied orbital energy = -9.001 eV
ΔE to the lowest compared entry with this formula, charge and spin = 39.3 kcal/mol
Frontier orbital gap = 9.25 eV
Total energy = -10953.069 eV
SMILES string = C=CCN.O.O.O

=====

[3]
A cluster of 3 separate species, C3H13NO3 in total at a distorted geometry, computed with the ωB97M-V functional and the def2-TZVPD basis.

Element x y z (Å)
C -0.4936 0.1904 0.1381
C 1.0545 0.6150 -0.2046
C 1.5770 1.4140 1.0152
O 0.6565 2.4635 1.3541
N -0.8314 -0.9749 -0.7222
H -1.0495 1.0319 -0.0871
H -0.7520 -0.1594 1.1510
H 1.1132 1.3166 -1.0513
H 1.5552 -0.2826 -0.3055
H 2.4891 1.8684 0.7346
H 1.7350 0.8349 1.9995
H 1.2142 3.0483 1.8209
H -0.5050 -1.9504 -0.7143
H -0.8254 -0.6639 -1.7108
H 0.7417 -2.2126 3.6318
H -0.7836 -2.3116 3.7290
O 0.0650 -2.6734 4.1380
H -1.7039 -0.0216 -4.8586
H -2.5827 -1.2558 -4.9822
O -2.6742 -0.2768 -5.0756

Properties
F_max = 3.60 eV/A
⟨S²⟩ = 0.7552
Highest occupied orbital energy (spin up / spin down) = -14.371 / -14.371 eV
Multiplicity = 2
Charge = +1
ΔE to the lowest compared entry with this formula, charge and spin = 66.9 kcal/mol
Frontier orbital gap (spin up / spin down) = 10.46 / 5.62 eV
Total energy = -10943.904 eV

=====

[4]
A cluster of 3 separate species, C3H13NO3 in total at a distorted geometry, computed with the ωB97M-V functional and the def2-TZVPD basis.

Element x y z (Å)
C -1.0755 1.4641 -0.3844
C -1.4793 -0.0288 -0.6277
C -1.0363 -1.0325 0.3986
O -1.6285 -2.2887 0.1253
N 0.3147 1.6498 -0.3188
H -1.5377 1.8017 0.5462
H -1.4468 2.0669 -1.2031
H -1.0944 -0.3170 -1.5918
H -2.5373 0.0135 -0.8085
H -1.2462 -0.7465 1.4284
H 0.0370 -1.2457 0.3791
H -2.5514 -2.2823 0.4024
H 0.7932 1.8665 0.5537
H 0.9345 1.6740 -1.1299
H 3.5647 4.7325 2.2174
H 3.3736 3.1980 2.1852
O 2.9007 4.0371 2.1943
H 1.4647 -5.5445 -1.7648
H 0.6754 -4.3459 -1.2395
O 1.5749 -4.6724 -1.3620

Properties
F_max = 1.31 eV/A
⟨S²⟩ = 0.7550
Highest occupied orbital energy (spin up / spin down) = -13.609 / -13.609 eV
Multiplicity = 2
Charge = +1
ΔE to the lowest compared entry with this formula, charge and spin = 36.9 kcal/mol
Frontier orbital gap (spin up / spin down) = 10.08 / 5.19 eV
Total energy = -10945.202 eV